Entry 1:
Computed, not measured: a structure of composition C17H17N6OPb, with ωB97M-V with the def2-TZVPD basis set.

CARTESIAN COORDINATES (ANGSTROEM)
Pb: 0.139 0.263 -1.045
N: 2.742 -1.797 2.154
C: 2.342 -1.061 1.143
N: 1.068 -0.829 0.854
C: 0.078 -1.537 1.516
N: -1.172 -1.297 1.355
N: -1.448 -0.386 0.346
C: -2.652 0.039 0.138
C: -2.852 1.044 -0.918
C: -4.164 1.455 -1.028
C: -4.392 2.518 -1.914
C: -3.330 3.102 -2.576
C: -2.024 2.719 -2.309
N: -1.831 1.611 -1.593
C: 0.538 -2.460 2.532
C: -0.427 -3.301 3.193
C: 0.029 -4.268 4.022
C: 1.357 -4.518 4.307
C: 2.346 -3.720 3.673
C: 1.879 -2.736 2.748
H: 3.715 -1.764 2.377
H: 3.009 -0.400 0.667
H: -3.518 -0.444 0.595
H: -4.939 1.081 -0.355
H: -5.353 2.991 -2.005
H: -3.374 3.918 -3.360
H: -1.161 3.209 -2.918
H: -1.442 -3.048 2.980
H: -0.725 -4.951 4.432
H: 1.926 -5.216 4.920
H: 3.340 -4.008 3.871
N: 2.811 3.441 -1.642
C: 1.945 2.515 -1.699
O: 1.469 1.995 -0.646
C: 1.573 2.029 -3.076
C: 1.078 0.603 -3.121
H: 2.998 3.927 -0.736
H: 3.116 3.878 -2.503
H: 2.443 2.194 -3.746
H: 0.842 2.757 -3.421
H: 1.805 -0.115 -3.425
H: 0.214 0.569 -3.785

Charge: +3
Energy above the lowest of the compared OMol25 structures with the same formula, charge and spin: 12.1 kJ/mol
Highest occupied orbital energy: -17.428 eV

Atomic partial charges in e from the Löwdin method, atoms 1 to 6: number 1, Pb, carries 1.7131; number 2, N, carries 0.1842; number 3, C, carries -0.0809; number 4, N, carries 0.0115; number 5, C, carries -0.2887; number 6, N, carries 0.1201

Entry 2:
Computed, not measured: a cluster of 2 separate species, C2H10NS in total, with ωB97M-V with the def2-TZVPD basis set.

CARTESIAN COORDINATES (ANGSTROEM)
N: -1.755 -0.062 1.810
H: -1.715 -1.083 1.735
H: -2.686 0.244 1.516
H: -1.093 0.353 1.140
H: -1.593 0.256 2.765
C: 1.487 -0.786 -0.458
C: 1.152 0.479 -1.208
S: -0.654 0.775 -1.128
H: 1.092 -0.723 0.564
H: 1.009 -1.631 -0.960
H: 2.553 -0.937 -0.386
H: 1.394 0.391 -2.265
H: 1.668 1.362 -0.824
H: -0.859 1.361 -2.302

Charge: +1
Energy above the lowest of the compared OMol25 structures with the same formula, charge and spin: 26.7 kJ/mol
Highest occupied orbital energy: -13.147 eV

Atomic partial charges in e from the Löwdin method, atoms 1 to 6: number 1, N, carries 0.3013; number 2, H, carries 0.1622; number 3, H, carries 0.1557; number 4, H, carries 0.0212; number 5, H, carries 0.1594; number 6, C, carries -0.1794

Entry 3:
Computed, not measured: an isolated molecule of C4H8N2O, with ωB97M-V with the def2-TZVPD basis set.

CARTESIAN COORDINATES (ANGSTROEM)
N: -0.796 0.496 -1.500
C: 0.339 -0.294 -1.079
C: 1.121 0.651 0.315
N: 0.115 0.939 1.227
C: -0.551 -0.208 1.679
C: -0.410 -1.371 1.024
O: -0.255 -2.542 0.968
H: -1.662 0.142 -1.114
H: -0.880 0.545 -2.511
H: 0.237 -1.379 -1.167
H: 1.173 -0.093 -1.753
H: 1.511 1.540 -0.172
H: 1.879 -0.010 0.724
H: -0.500 1.688 0.927
H: -1.322 -0.103 2.431

SMILES string: NCCNC=C=O
Energy above the lowest of the compared OMol25 structures with the same formula, charge and spin: 384.8 kJ/mol
Highest occupied orbital energy: -7.878 eV

Atomic partial charges in e from the Löwdin method, atoms 1 to 6: number 1, N, carries -0.0243; number 2, C, carries -0.2352; number 3, C, carries -0.1350; number 4, N, carries -0.1059; number 5, C, carries -0.1293; number 6, C, carries -0.2322

Entry 4:
Computed, not measured: a cluster of 2 separate species, CH6N2S in total, with ωB97M-V with the def2-TZVPD basis set.

CARTESIAN COORDINATES (ANGSTROEM)
C: 1.738 0.141 0.060
N: -2.397 -1.077 -0.376
N: 0.407 0.808 0.134
S: -0.548 0.422 1.350
H: 2.566 0.579 0.518
H: 1.610 -0.911 0.441
H: 1.974 -0.078 -1.103
H: -2.429 -0.151 -0.739
H: -3.131 -1.213 0.299
H: 0.210 1.480 -0.584

Energy above the lowest of the compared OMol25 structures with the same formula, charge and spin: 407.9 kJ/mol
Highest occupied orbital energy (alpha / beta): -7.865 / -7.864 eV

Atomic partial charges in e from the Löwdin method, atoms 1 to 6: number 1, C, carries -0.1788; number 2, N, carries -0.0337; number 3, N, carries -0.6026; number 4, S, carries 0.7336; number 5, H, carries 0.0362; number 6, H, carries 0.0722

Question: Look up the energy above the lowest of the compared OMol25 structures with the same formula, charge and spin of the third one.
Answer: 384.8 kJ/mol

Question: The highest energy above the lowest of the compared OMol25 structures with the same formula, charge and spin belongs to which entry?
Answer: CH6N2S